The following is a DFT calculation (wB97M-V/def2-TZVPD) of C30H79CrO28S9 as an isolated structure.

The geometry in XYZ format:
```
147
Properties=species:S:1:pos:R:3:lowdin_charge:R:1
Cr -2.401 -0.568 -3.073 1.045
S 5.479 -1.773 -2.370 0.501
S 1.671 -1.658 3.627 0.518
S 2.451 5.091 -0.652 0.535
S 0.929 -1.650 -4.272 0.550
S -2.709 3.874 1.409 0.527
S -1.621 -5.774 1.617 0.551
S -4.489 -1.376 -0.144 0.583
S 0.767 2.950 6.369 0.532
S -1.024 1.892 -5.221 0.574
O -3.508 5.206 1.136 -0.230
O 1.913 -2.832 2.619 -0.239
O -1.532 0.441 -1.611 -0.316
O -3.901 -1.059 -1.406 -0.322
O -0.362 -1.233 -3.813 -0.322
O -3.177 3.386 2.647 -0.256
O 0.293 -1.656 3.950 -0.265
O -0.314 -5.917 1.138 -0.250
O 6.035 -1.136 -3.498 -0.256
O 2.506 4.447 0.781 -0.230
O -1.599 2.944 -5.936 -0.207
O 0.465 3.203 7.708 -0.240
O -0.505 2.253 5.740 -0.235
O 5.046 -3.101 -2.435 -0.245
O -1.374 4.235 1.200 -0.239
O -4.145 -0.264 0.925 -0.275
O 2.314 -0.466 3.216 -0.270
O 0.650 -2.502 -5.548 -0.238
O 3.160 4.253 -1.568 -0.287
O -1.532 -6.260 3.146 -0.253
O -2.742 -6.431 1.048 -0.262
O 4.274 -0.889 -1.878 -0.296
O 1.909 -0.693 -4.575 -0.230
O -4.273 -2.680 0.351 -0.244
O -1.831 0.928 -4.555 -0.329
O -0.175 1.020 -6.182 -0.253
O 2.823 6.415 -0.430 -0.223
O 1.226 3.967 5.491 -0.267
C 2.109 -2.519 1.219 -0.231
C 0.723 4.983 -0.989 -0.121
C -4.847 5.282 1.578 -0.285
C -5.742 5.650 0.414 -0.061
C -0.602 2.337 4.285 -0.248
C 6.622 -1.557 -1.043 -0.107
C -0.543 0.528 -0.648 -0.534
C -6.244 -1.148 -0.247 -0.073
C 1.301 0.574 -7.978 -0.045
C -1.467 1.218 3.823 -0.073
C 1.941 1.605 6.318 -0.102
C 1.624 -2.826 -3.165 -0.089
C 4.598 1.259 -0.759 -0.051
C 1.478 -3.534 -7.538 -0.053
C -2.020 -4.050 1.874 -0.107
C 0.836 0.426 -1.249 -0.046
C 0.704 1.665 -7.110 -0.243
C -5.456 0.291 2.995 -0.040
C 0.242 2.526 -4.137 -0.070
C 1.805 -3.258 -6.106 -0.218
C -0.666 -0.539 0.468 -0.026
C -2.803 -6.519 3.803 -0.265
C 2.543 -2.357 4.980 -0.100
C 3.047 2.501 2.012 -0.038
C -4.409 -0.636 2.348 -0.186
C 2.177 3.053 0.876 -0.270
C 3.584 -2.672 0.859 -0.047
C -3.290 2.872 0.081 -0.091
C 4.310 0.577 -2.059 -0.191
C -2.559 -6.771 5.277 -0.071
H -2.838 3.277 -0.805 0.081
H -2.518 1.390 4.045 0.067
H -3.268 -7.395 3.343 0.120
H 4.063 2.433 1.615 0.076
H -3.417 -0.569 2.796 0.106
H 2.633 -2.533 -6.085 0.124
H 2.873 3.064 2.917 0.085
H 3.546 -2.623 4.655 0.079
H 2.075 -4.116 -5.495 0.124
H 1.910 1.212 5.302 0.041
H 2.371 2.583 -0.083 0.065
H -5.006 0.552 3.953 0.086
H -1.112 0.296 4.273 0.069
H -4.717 -1.675 2.476 0.115
H -0.598 1.503 -0.110 0.123
H 1.552 -3.221 0.604 0.122
H -6.399 -0.232 3.111 0.077
H 2.915 2.044 6.489 0.075
H 6.152 -1.797 -0.096 0.060
H -6.738 -2.093 -0.390 0.083
H 2.792 1.442 2.140 0.051
H 0.566 3.465 -4.565 0.085
H 0.999 0.976 -2.178 0.057
H -2.153 -3.717 0.852 0.047
H -2.000 -5.947 5.736 0.081
H 4.236 -2.354 1.684 0.087
H 3.800 1.157 -0.017 0.046
H -5.281 6.481 -0.099 0.086
H 1.128 2.988 1.191 0.110
H -3.544 -6.760 5.763 0.084
H 5.427 0.745 -0.264 0.078
H -1.556 -0.368 1.071 0.056
H 0.995 -3.717 -3.150 0.096
H 3.292 0.786 -2.394 0.099
H 1.657 0.758 -0.600 0.068
H -6.561 -0.636 0.662 0.064
H -5.879 4.775 -0.231 0.070
H 0.410 2.308 3.872 0.103
H -4.939 6.073 2.313 0.130
H 2.280 -4.142 -7.953 0.096
H 7.429 -2.269 -1.215 0.083
H -3.516 -5.695 3.703 0.109
H -4.367 2.751 0.175 0.073
H 4.801 2.319 -0.892 0.092
H 7.007 -0.548 -1.100 0.071
H 2.640 -3.076 -3.443 0.066
H 1.547 -2.391 -2.172 0.055
H 1.778 -1.513 0.992 0.072
H 0.351 3.963 -0.978 0.047
H 1.830 1.025 -8.806 0.090
H -6.749 5.769 0.815 0.087
H -2.076 -7.687 5.608 0.079
H 0.119 2.347 -7.724 0.126
H 0.461 -0.038 -8.314 0.089
H -6.416 -0.376 -0.997 0.082
H 1.290 -2.611 -8.072 0.073
H -1.430 1.206 2.729 0.067
H 1.526 2.195 -6.620 0.131
H 1.928 -0.067 -7.363 0.069
H -5.627 1.214 2.449 0.077
H 0.565 -4.129 -7.623 0.091
H 0.313 5.639 -0.229 0.072
H 3.874 -3.734 0.854 0.097
H -0.198 2.609 -3.149 0.064
H 1.035 1.784 -4.180 0.059
H 0.536 5.329 -2.006 0.077
H -2.893 -3.992 2.500 0.055
H -0.589 -1.526 -0.001 0.090
H 2.720 -1.599 5.741 0.073
H -1.032 3.294 3.995 0.109
H 1.587 0.912 7.069 0.070
H -2.958 1.869 0.377 0.048
H -1.168 -3.588 2.361 0.061
H 1.062 -0.632 -1.453 0.061
H -5.200 4.331 1.972 0.107
H 0.178 -0.404 1.153 0.063
H 3.867 -2.221 -0.090 0.039
H 4.985 0.756 -2.895 0.120
H 1.950 -3.182 5.349 0.079
```

Values from the calculation:
multiplicity: 5
relative energy (zero: lowest compared OMol25 entry of this formula, charge and spin): 0.000 eV
E_HOMO (spin up / spin down): -11.708 / -11.954 eV
frontier orbital gap (spin up / spin down): 0.298 / 0.313 Ha
net charge: +1